Entry 1:
The following is a DFT calculation (ωB97M-V/def2-TZVPD) of a structure of composition C20H39Cl3CuN3O3Si in a non-equilibrium geometry.

Structure (XYZ):
```
70
Properties=species:S:1:pos:R:3:forces:R:3
C -0.085962 -0.386922 -5.524985 -0.4 0.3 -0.3
C 1.120160 0.110916 -4.797803 1.3 0.0 0.6
H 0.102143 -0.356053 -6.599420 -0.2 -0.1 -0.1
H -1.001185 0.191420 -5.309138 0.4 -0.1 0.1
H -0.288954 -1.433612 -5.238727 0.1 0.3 0.0
C 2.194198 0.651340 -5.387592 -0.6 -0.4 0.3
C 2.154031 1.223005 -6.758797 0.1 0.1 -0.7
H 3.127562 0.726934 -4.838091 -0.1 0.3 0.2
H 1.156602 1.614398 -7.006555 0.3 -0.1 0.1
H 2.415476 0.492137 -7.532727 0.1 0.1 -0.1
H 2.863020 2.053586 -6.828449 0.0 0.0 -0.2
Cu -1.838710 -0.633447 0.500830 1.3 -0.5 0.1
Cl -1.135305 -2.647923 -0.069992 0.1 -0.4 0.0
Cl -3.112443 0.784604 1.459311 -0.5 0.7 0.0
H -2.662339 -0.615916 5.204410 -0.2 -0.1 0.0
H -4.107733 -3.483493 3.898358 -0.1 0.3 -0.4
C -3.194199 -0.590856 4.247659 0.1 0.1 0.1
C -4.031829 -2.673714 3.143886 0.1 -0.2 0.2
N -2.916344 -1.784882 3.465932 0.0 -0.2 -0.1
H -2.892697 0.303932 3.683690 -0.1 -0.4 0.5
C -1.632734 -2.149238 3.241782 0.1 0.1 0.2
O -0.660377 -1.538165 3.684153 -0.5 -0.2 -0.4
H -3.928193 -3.124193 2.142899 0.1 0.2 0.4
H -1.532447 -3.038668 2.591653 0.0 0.1 0.3
H -4.277680 -0.563561 4.391500 0.2 0.2 0.2
H -4.959257 -2.084184 3.185072 0.3 -0.3 -0.2
H -1.402186 3.192376 -2.749160 0.2 -0.2 0.2
H 1.000891 3.365129 -3.684153 -0.1 -0.1 0.2
C -1.098702 3.641428 -1.798417 0.0 -0.1 -0.1
C 1.065401 4.132243 -2.901726 0.0 -0.1 0.1
N 0.349379 3.700877 -1.711784 0.3 0.1 0.5
H -1.473453 3.036928 -0.971986 0.0 0.1 -0.1
C 0.988102 3.199395 -0.631584 -0.3 -0.4 -0.1
O 0.445609 2.647027 0.334085 0.3 0.7 -0.6
H 2.114673 4.306146 -2.647262 -0.1 0.1 -0.1
H 2.098803 3.282501 -0.673143 -0.6 0.2 -0.1
H -1.523144 4.650621 -1.741699 0.1 0.0 0.1
H 0.629427 5.058449 -3.289773 0.1 0.0 0.2
O 0.123234 1.117130 -3.089556 -0.5 1.5 0.9
C 0.943101 0.102047 -3.275039 0.0 -1.5 -0.4
C 2.911396 1.177529 -2.059342 0.5 0.2 0.5
C 2.203993 0.024064 -2.379380 -0.2 0.1 -0.8
H 2.533302 2.151173 -2.405568 0.2 -0.8 0.1
C 4.076650 1.109366 -1.270035 -0.4 -0.2 -0.4
H 0.459056 -0.886031 -3.120332 -0.2 -0.5 0.5
C 2.655558 -1.215683 -1.910935 0.3 0.4 -0.1
H 4.587147 2.037859 -0.993579 0.0 -0.4 -0.1
C 4.575737 -0.140225 -0.885650 -0.2 -0.2 -0.1
C 3.861075 -1.307545 -1.207186 -0.2 0.2 -0.1
H 2.056270 -2.091714 -2.170770 0.3 0.1 0.2
H 5.529715 -0.221886 -0.363881 -0.3 0.1 0.0
H 4.238099 -2.297780 -0.940366 0.0 0.4 0.1
Si -4.238179 -0.350472 -1.641563 0.4 -0.4 0.1
Cl -2.157221 0.243701 -1.649899 -1.3 -0.2 -1.4
C -5.222126 1.180501 -1.202075 -0.2 0.2 0.0
C -4.418040 -1.868158 -0.513762 0.0 0.0 0.1
C -4.808255 -0.921245 -3.352495 0.4 0.3 0.0
H -4.578383 1.998811 -0.854607 -0.1 -0.3 0.0
H -5.979541 0.996690 -0.426144 0.2 0.0 -0.2
H -5.744080 1.512663 -2.113503 0.1 0.0 0.2
H -4.895799 -0.055303 -4.020926 0.0 -0.2 0.0
H -5.792877 -1.412308 -3.286965 0.3 0.2 0.1
H -4.092905 -1.620764 -3.800856 -0.2 0.1 0.1
H -3.459132 -2.395461 -0.349424 -0.4 0.3 -0.2
H -5.065788 -2.611034 -1.008386 0.0 0.3 0.2
H -4.825042 -1.619581 0.479801 0.0 0.0 -0.4
N 0.078980 -0.122479 0.900199 0.3 0.1 0.3
H 0.148386 -0.290113 1.902622 0.2 0.0 0.0
H 0.357383 0.852833 0.704607 -0.3 -0.3 0.0
H 0.718495 -0.765878 0.422127 -0.3 0.3 0.1
```
Positions in Å, forces in eV/Å.

- HOMO energy (spin up / spin down): -3.6 / -3.6 eV
- ⟨S²⟩: 0.75
- Relative energy (zero: lowest compared OMol25 entry of this formula, charge and spin): 181.9 kJ/mol
- Frontier orbital gap (spin up / spin down): 6.277 / 4.870 eV
- Multiplicity: 2
- Total charge: -1


Entry 2:
The following is a DFT calculation (ωB97M-V/def2-TZVPD) of a cluster of 5 separate species, C20H39ClFNO10 in total.

Structure (XYZ):
```
72
Properties=species:S:1:pos:R:3:forces:R:3
N 2.270352 2.828416 0.717655 0.5 0.0 -0.3
C 2.763151 4.208281 0.590536 -0.1 0.0 -0.1
C 1.600395 5.202756 0.489186 0.0 0.2 0.1
C 0.549570 4.940160 1.535206 -0.2 -0.2 0.1
F 0.985537 5.363013 2.758104 0.1 0.1 0.2
O -0.622085 5.741399 1.275083 0.2 0.1 -0.4
C -1.541654 5.139991 0.521522 0.0 0.1 0.3
O -1.777492 3.979941 0.474392 0.0 -0.1 -0.2
Cl -2.404811 6.321353 -0.429875 -0.1 0.1 0.1
H 2.680603 2.260048 -0.014287 -0.1 0.0 0.0
H 2.601533 2.432149 1.588740 -0.3 0.0 0.1
H 3.372450 4.309273 -0.312108 0.0 0.1 0.1
H 3.408094 4.483968 1.429668 -0.1 -0.1 0.0
H 1.136993 5.157991 -0.501039 0.0 -0.2 0.1
H 1.948476 6.230699 0.639143 0.0 -0.1 -0.1
H 0.265299 3.893530 1.618884 0.0 0.0 -0.1
O 0.277575 -2.450060 -2.646240 0.0 0.0 0.0
C -0.292315 -1.407571 -2.446337 -0.1 -0.1 0.1
O 0.216031 -0.567606 -1.531648 0.1 0.0 -0.1
C -0.320629 0.747996 -1.295247 0.0 0.1 0.0
C -1.500267 0.733979 -0.351591 0.0 -0.2 0.0
C -1.583185 -1.066269 -3.148457 0.0 0.1 -0.1
H -0.560323 1.232918 -2.242668 0.0 0.0 0.0
H 0.508917 1.298366 -0.853280 0.0 0.0 0.0
H -2.348216 0.179821 -0.757062 0.0 0.0 0.0
H -1.820267 1.755792 -0.159824 0.0 0.0 0.0
H -1.214777 0.270110 0.593077 0.0 0.0 0.0
H -2.399354 -1.536470 -2.598066 0.0 0.0 0.0
H -1.547933 -1.493916 -4.147140 0.0 -0.1 0.0
H -1.792939 -0.004031 -3.226576 0.0 0.0 0.1
O 2.382235 2.173231 3.661739 0.1 0.0 -0.1
C 1.981783 2.331795 4.784447 -0.1 0.0 0.0
O 1.551199 1.251259 5.460390 0.1 0.0 0.0
C 1.151153 1.298301 6.836650 0.0 0.0 0.0
C -0.288140 1.737640 6.995980 0.0 0.0 -0.1
C 1.897431 3.699902 5.411996 0.1 0.0 0.1
H 1.837115 1.919790 7.412854 0.0 0.0 0.0
H 1.277458 0.274314 7.183619 0.0 0.0 0.0
H -0.440077 2.757382 6.641870 0.0 0.0 0.0
H -0.577151 1.694747 8.046529 0.0 0.0 0.0
H -0.945584 1.080298 6.427656 0.0 0.0 0.0
H 0.964318 4.163645 5.089233 0.0 0.0 0.0
H 2.718045 4.298466 5.025718 0.0 0.0 -0.1
H 1.933351 3.700755 6.497101 0.0 0.0 0.0
O -5.918761 -0.428403 -2.314227 0.0 0.0 0.0
C -5.978766 -1.623009 -2.221966 0.1 0.0 -0.1
O -5.437911 -2.209257 -1.131633 -0.1 0.0 0.0
C -5.553640 -3.612421 -0.863451 0.0 -0.1 0.0
C -4.491317 -4.419548 -1.578855 0.0 0.1 0.0
C -6.569312 -2.478819 -3.318741 -0.2 0.0 0.1
H -6.560425 -3.963724 -1.091864 0.0 0.0 0.0
H -5.425080 -3.688624 0.214989 0.0 0.0 0.0
H -4.591783 -4.349150 -2.662160 0.0 0.0 0.0
H -4.566797 -5.470462 -1.298085 0.0 0.0 0.0
H -3.498554 -4.060750 -1.306801 0.0 0.0 0.0
H -5.798188 -2.643306 -4.071719 0.0 0.0 0.0
H -7.379951 -1.918098 -3.776076 0.1 0.0 0.0
H -6.946815 -3.443108 -2.991720 0.0 0.0 0.0
O 4.998457 -6.670088 -4.147026 0.0 0.0 0.0
C 4.709677 -5.658416 -3.566556 0.0 0.0 -0.1
O 3.603361 -4.991234 -3.940654 0.0 0.0 0.0
C 3.107186 -3.841895 -3.232411 0.0 0.0 0.0
C 3.793882 -2.565478 -3.665628 0.1 0.0 0.0
C 5.590311 -5.097605 -2.471929 -0.1 0.0 0.1
H 3.175609 -3.998210 -2.155912 0.0 0.0 0.0
H 2.050270 -3.798593 -3.474756 0.0 0.0 0.0
H 4.861503 -2.578835 -3.441715 0.0 0.0 0.0
H 3.342697 -1.717383 -3.149589 0.0 0.0 0.0
H 3.676793 -2.423933 -4.740331 0.0 0.0 0.0
H 6.384977 -4.517898 -2.942304 0.0 0.0 0.0
H 6.043943 -5.935275 -1.949137 0.0 0.0 -0.1
H 5.076770 -4.464028 -1.755275 0.0 0.0 0.0
```
Positions in Å, forces in eV/Å.

- SMILES: NCC[C@@H](F)OC(=O)Cl.CCOC(C)=O.CCOC(C)=O.CCOC(C)=O.CCOC(C)=O
- HOMO energy: -9.6 eV
- Frontier orbital gap: 10.223 eV
- Multiplicity: 1
- Total charge: 0


Entry 3:
The following is a DFT calculation (ωB97M-V/def2-TZVPD) of a structure of composition C20H39N4O4Tb in a non-equilibrium geometry.

Structure (XYZ):
```
68
Properties=species:S:1:pos:R:3:forces:R:3
Tb 0.321243 0.317603 -0.721629 1.2 -2.0 0.2
C 0.762571 0.621335 4.705115 0.0 0.1 0.1
C 0.269874 -0.205672 3.517758 -0.1 -0.1 0.0
C -1.223506 -0.507960 3.716670 0.0 0.0 0.0
C -1.886679 -1.697506 3.006931 0.0 0.0 -0.1
C -1.278720 -3.029489 3.411173 0.0 -0.1 0.0
C -3.384038 -1.667629 3.287009 -0.1 0.1 0.0
N -1.665843 -1.476659 1.501542 -0.3 -0.4 0.1
C -2.411083 -2.333698 0.522292 0.2 0.1 0.1
C -2.312718 -1.792116 -0.898455 0.1 0.0 0.0
N -0.935582 -1.604699 -1.427420 -0.3 -0.2 -0.4
C -1.045347 -0.760473 -2.672575 0.2 -0.1 -0.2
C 0.338640 -0.433982 -3.333711 0.0 0.0 0.2
O 0.557668 -0.786617 -4.447524 0.2 0.0 -0.1
O 1.173254 0.227323 -2.515825 0.4 -0.5 -2.6
C -0.275825 -2.946879 -1.708236 0.0 0.1 0.0
C -0.748626 -3.570974 -3.020594 0.0 -0.1 -0.1
C 1.263454 -2.945171 -1.664284 -0.1 0.2 -0.1
C 1.991855 -2.746560 -0.322745 -0.1 0.0 0.1
C 3.466202 -3.102661 -0.520099 0.1 0.0 0.0
C 1.387984 -3.634241 0.754530 0.0 -0.1 0.1
N 1.881948 -1.284555 0.070683 0.6 -0.2 0.1
C 2.501608 -0.881645 1.365413 -0.2 0.1 0.0
C 1.975128 0.476491 1.841449 -0.3 -0.3 0.2
N 0.531834 0.455757 2.201265 0.2 0.3 -0.1
C -0.050080 1.833684 2.161096 0.0 0.0 0.0
C -0.532142 1.884831 0.736192 -0.7 1.4 0.9
O -1.430756 1.047933 0.378375 -1.1 0.9 0.6
O 0.225009 2.377776 -0.146172 -0.4 1.0 0.9
H 0.833060 -0.011626 5.590627 0.0 0.0 0.0
H 0.072136 1.437405 4.937203 0.1 -0.1 0.0
H 1.750844 1.052592 4.540394 0.0 0.0 0.0
H 0.822715 -1.147105 3.498410 0.0 0.0 0.0
H -1.809150 0.389600 3.486633 0.0 -0.1 0.1
H -1.375190 -0.683331 4.782642 0.0 0.0 0.0
H -1.440600 -3.171813 4.481629 0.0 0.0 -0.1
H -0.201775 -3.077568 3.232021 -0.1 0.0 0.0
H -1.759003 -3.868083 2.899889 0.1 0.1 0.0
H -3.534464 -1.603069 4.365228 0.0 0.0 0.0
H -3.888435 -2.572817 2.946115 0.0 0.0 0.0
H -3.867667 -0.793726 2.835339 0.1 -0.1 0.1
H -0.665872 -1.578428 1.338136 0.2 0.0 0.0
H -1.851820 -0.488545 1.296297 -0.1 0.3 0.0
H -3.459492 -2.330287 0.803071 -0.1 0.0 0.0
H -2.045369 -3.352236 0.617764 0.1 0.0 0.0
H -2.815080 -0.826940 -0.936585 -0.1 0.1 0.0
H -2.878808 -2.469104 -1.539906 -0.1 0.0 -0.1
H -1.545015 0.192051 -2.413644 -0.1 -0.2 0.0
H -1.652051 -1.234331 -3.435290 -0.2 0.0 -0.1
H -0.616966 -3.587551 -0.898672 0.0 0.0 0.1
H -0.285001 -3.097281 -3.889110 0.0 0.0 0.1
H -1.834138 -3.535146 -3.141664 0.1 0.0 0.0
H -0.466037 -4.625111 -3.023275 0.0 0.1 0.0
H 1.679221 -2.260114 -2.409140 0.0 0.0 0.0
H 1.555335 -3.936755 -2.015849 0.0 0.0 0.0
H 3.563257 -4.133788 -0.867229 0.0 0.1 0.0
H 4.030014 -3.018822 0.412856 -0.1 0.0 -0.1
H 3.932845 -2.456276 -1.271992 -0.1 -0.1 0.1
H 1.282288 -4.649255 0.362112 0.0 0.1 0.0
H 0.395074 -3.305115 1.066392 0.0 0.0 0.0
H 2.021790 -3.706483 1.640166 0.0 0.0 0.0
H 2.456916 -0.841196 -0.653318 0.3 -0.1 0.0
H 3.583239 -0.808849 1.277438 0.1 0.0 0.0
H 2.289636 -1.641224 2.109299 0.0 -0.1 0.1
H 2.126353 1.211405 1.045452 0.0 0.2 0.0
H 2.583289 0.827664 2.674461 0.2 0.0 0.0
H 0.687321 2.607895 2.358157 0.0 0.1 0.0
H -0.876530 1.944089 2.854663 0.0 0.0 0.0
```
Positions in Å, forces in eV/Å.

- HOMO energy (spin up / spin down): -16.1 / -15.8 eV
- ⟨S²⟩: 12.70
- Frontier orbital gap (spin up / spin down): 10.177 / 9.984 eV
- Multiplicity: 7
- Total charge: +2


- What is the formula in the first record?
  C20H39Cl3CuN3O3Si